Molecular formula: C33H46Cl66GaO3
Method: DFT, ωB97M-V/def2-TZVPD

```
149
Properties=species:S:1:pos:R:3:forces:R:3:lowdin_charge:R:1
C 5.40431 -0.15020 1.08229 0.11 0.15 1.03 -0.137
C 5.07760 1.14030 1.87033 0.70 0.13 -0.12 -0.345
C 6.44455 1.86467 2.13799 -0.91 -1.17 -0.05 -0.088
C 3.97117 2.07541 1.28253 1.14 0.86 -0.29 -0.281
C 4.43382 3.57141 1.28811 -0.57 -0.89 -0.17 -0.140
C 3.42979 1.77074 -0.14071 -1.14 0.90 0.27 -0.301
O 2.07471 1.38666 -0.07721 0.51 -0.70 0.09 -0.369
Ga 1.80220 -0.35150 0.62002 -0.85 -0.57 0.12 0.364
C 2.00992 -0.51484 2.65003 -0.01 0.37 -0.05 -0.192
C -0.17040 -0.82413 0.16111 0.78 -0.40 0.74 -0.266
C -1.09839 -1.06019 1.37170 -0.41 0.44 -1.14 -0.269
C -1.39983 0.17399 2.24981 0.43 -0.40 0.50 -0.108
C -1.56577 1.46991 1.50066 2.23 -1.06 0.29 -0.582
O -2.63234 1.92145 1.36881 -4.29 1.53 -0.59 0.081
O -0.51891 2.19770 0.98567 0.31 -0.88 1.03 -0.002
H 5.54812 -0.95669 1.81464 0.02 0.00 -0.14 0.084
H 4.64431 -0.49150 0.39861 -0.11 0.08 -0.04 -0.049
H 6.36777 -0.02436 0.58988 -0.15 -0.03 -0.38 0.013
H 4.74900 0.83031 2.86642 -0.18 0.03 -0.10 0.112
H 7.15503 1.06666 2.37995 0.07 0.26 0.32 0.070
H 6.83767 2.35739 1.25153 -0.08 0.27 0.04 0.070
H 6.28921 2.52742 2.98376 0.53 0.31 -0.07 0.065
H 3.12564 2.05988 1.96835 -0.20 -0.29 -0.24 0.115
H 4.65074 3.88115 2.31015 0.25 0.25 -0.11 0.069
H 3.58446 4.15181 0.91405 0.13 0.14 0.14 0.072
H 5.27217 3.74111 0.59552 -0.30 -0.13 0.77 -0.010
H 4.03370 1.09208 -0.75437 0.18 -0.17 0.24 0.094
H 3.40983 2.73222 -0.68032 0.31 -0.11 -0.09 0.091
H 2.74396 -1.42191 -0.15629 0.09 0.12 -0.11 -0.026
H 2.98842 -0.87326 2.98645 0.00 0.20 -0.05 -0.021
H 1.27508 -1.19654 3.08206 -0.13 -0.20 -0.13 -0.026
H 1.79326 0.46366 3.10525 0.25 -0.11 0.02 -0.009
H -0.57894 -0.09936 -0.54541 -0.29 -0.13 0.10 -0.014
H -0.11130 -1.78943 -0.36341 -0.02 0.21 -0.14 0.033
H -2.06554 -1.38135 0.95283 -0.08 0.01 0.28 0.094
H -0.76943 -1.89549 1.99172 0.24 0.16 0.09 0.093
H -2.35983 -0.02159 2.73283 -0.02 0.28 -0.04 0.110
H -0.69425 0.30598 3.07350 0.42 0.00 -0.31 0.109
H -0.51547 1.98544 0.05342 0.52 0.09 -0.66 0.010
C -1.23754 -6.46055 3.45361 -0.01 0.39 -0.18 -1.531
Cl -0.51984 -5.52623 4.76270 0.02 -0.01 0.06 0.543
Cl -2.96729 -6.12254 3.32288 0.30 0.13 -0.19 0.481
Cl -0.42433 -6.11557 1.92250 -0.12 -0.14 0.24 0.510
H -1.11619 -7.50511 3.68331 0.03 -0.22 0.00 -0.025
C -3.19114 4.78236 -0.31469 0.16 0.01 -0.04 -1.525
Cl -2.39599 4.18387 -1.77286 -0.08 -0.01 0.12 0.536
Cl -2.36694 6.23894 0.27022 -0.05 -0.06 0.02 0.523
Cl -4.90155 5.11626 -0.62025 -0.02 -0.04 0.05 0.512
H -3.12353 4.01233 0.45041 0.10 0.02 -0.03 -0.024
C 1.83786 -7.09420 -0.96674 -0.08 0.35 -0.15 -1.501
Cl 0.94214 -8.23914 -1.98417 0.22 0.29 -0.35 0.495
Cl 3.43890 -6.79306 -1.64931 0.01 -0.08 0.02 0.559
Cl 0.94906 -5.57876 -0.81323 0.17 -0.12 -0.15 0.530
H 1.96309 -7.53183 0.01628 -0.06 -0.04 0.00 0.004
C -6.78533 1.26670 0.23513 -0.08 -0.03 -0.08 -1.534
Cl -6.38300 0.59226 -1.34552 0.02 0.05 0.04 0.519
Cl -7.94665 2.58907 0.06348 0.07 -0.01 0.06 0.507
Cl -7.42458 0.00836 1.30011 0.10 0.30 0.06 0.496
H -5.87854 1.65845 0.67798 0.03 0.03 0.02 -0.004
C -2.93072 10.00409 0.38211 0.12 0.15 0.12 -1.544
Cl -4.35112 10.86664 0.97917 -0.01 -0.03 -0.02 0.523
Cl -2.34182 10.73441 -1.11574 -0.07 0.05 0.43 0.484
Cl -1.65852 9.97691 1.60348 -0.05 -0.07 -0.05 0.527
H -3.21832 8.98464 0.16898 -0.02 -0.08 -0.03 -0.032
C -0.08400 0.87407 -3.75802 -0.03 0.20 0.31 -1.498
Cl 0.26096 1.67065 -2.22601 0.24 0.01 -0.57 0.660
Cl 0.31232 1.94503 -5.10903 -0.06 -0.04 -0.14 0.517
Cl 0.82879 -0.63686 -3.87131 -0.04 -0.02 0.02 0.560
H -1.13947 0.64146 -3.80868 -0.01 -0.07 -0.05 0.007
C -6.01924 -6.56904 5.56593 -0.05 -0.29 -0.27 -1.561
Cl -7.55098 -7.26529 6.11075 0.09 -0.43 -0.06 0.503
Cl -4.86854 -7.84650 5.16414 -0.31 -0.16 0.30 0.508
Cl -6.28289 -5.51089 4.16868 0.16 -0.29 0.11 0.466
H -5.60801 -5.98005 6.37324 0.04 0.02 0.01 -0.010
C 5.42006 6.79177 -0.91611 -0.18 -0.23 0.06 -1.511
Cl 5.55126 6.96151 0.83813 0.05 0.04 -0.02 0.538
Cl 5.41868 5.08970 -1.38069 0.12 0.38 -0.48 0.588
Cl 3.96678 7.60150 -1.51019 0.37 -0.14 0.04 0.492
H 6.28056 7.26519 -1.36693 0.01 0.04 0.00 0.008
C 7.42378 -1.86251 -1.73288 -0.37 0.17 -0.12 -1.551
Cl 7.94896 -2.55320 -3.27632 0.07 -0.07 0.01 0.506
Cl 8.30684 -0.36844 -1.39627 0.06 -0.06 -0.01 0.527
Cl 5.68253 -1.58638 -1.73143 0.20 -0.22 -0.26 0.587
H 7.65176 -2.57261 -0.94960 0.04 0.15 -0.19 -0.099
C -1.46577 5.19869 4.37920 0.09 -0.09 -0.27 -1.536
Cl -0.15695 6.37139 4.58020 0.01 0.00 0.06 0.523
Cl -3.00018 6.02634 4.10912 0.11 0.24 -0.03 0.485
Cl -1.10484 4.08673 3.05965 0.01 0.28 0.23 0.642
H -1.55025 4.62417 5.29112 0.00 0.03 0.05 -0.019
C 1.65409 10.49638 -3.80240 0.25 -0.20 0.03 -1.537
Cl 1.71070 9.52324 -5.27341 -0.02 0.00 0.05 0.508
Cl 1.76562 9.46234 -2.37849 -0.36 0.28 -0.09 0.502
Cl 2.94725 11.70173 -3.80182 -0.05 0.01 -0.01 0.527
H 0.70964 11.01417 -3.77485 -0.15 0.07 -0.02 -0.024
C 0.91355 -2.31174 -7.14656 0.01 -0.12 -0.12 -1.544
Cl -0.47409 -3.08691 -6.37881 0.30 -0.21 0.01 0.487
Cl 2.16822 -3.49960 -7.50509 0.01 0.07 -0.01 0.518
Cl 0.41381 -1.46476 -8.61427 0.00 0.03 0.05 0.523
H 1.32117 -1.58485 -6.45652 -0.05 0.03 0.04 -0.033
C -2.56623 9.19378 -5.44950 0.10 -0.04 -0.13 -1.519
Cl -2.11906 10.18369 -4.05783 0.00 -0.14 -0.39 0.503
Cl -2.31731 10.08271 -6.95983 -0.26 -0.13 0.22 0.496
Cl -1.67265 7.67473 -5.46051 -0.06 0.09 0.02 0.541
H -3.61918 8.96491 -5.36474 -0.03 0.00 0.02 0.012
C -5.39690 2.86945 4.95574 0.01 0.17 -0.15 -1.523
Cl -4.09296 3.42283 6.01387 -0.08 -0.19 0.11 0.533
Cl -6.96906 3.15876 5.70723 0.02 -0.05 0.02 0.522
Cl -5.30535 3.66221 3.38418 -0.11 -0.18 -0.03 0.522
H -5.28319 1.80450 4.80546 0.02 -0.02 0.01 0.015
C 2.38599 -7.71797 -5.21875 -0.06 0.14 -0.14 -1.577
Cl 1.55910 -9.15332 -5.83637 0.01 -0.02 0.06 0.514
Cl 3.91198 -7.46376 -6.07215 0.00 -0.01 0.04 0.523
Cl 1.35346 -6.29647 -5.35501 0.03 -0.08 0.07 0.507
H 2.60570 -7.87788 -4.17262 0.02 -0.02 0.02 -0.071
C -0.73471 -10.84731 1.46337 0.14 0.05 -0.17 -1.510
Cl -0.41253 -12.57236 1.24012 -0.06 -0.03 0.03 0.540
Cl 0.01059 -10.28006 2.96054 -0.03 0.05 0.05 0.544
Cl -0.15120 -9.92062 0.07878 -0.23 -0.33 0.53 0.513
H -1.80484 -10.70954 1.53975 -0.02 -0.02 0.04 0.017
C 0.46776 11.78596 -9.62695 0.19 -0.17 0.07 -1.544
Cl 0.56926 10.82037 -11.10308 -0.05 0.04 0.00 0.520
Cl 0.53891 10.75319 -8.19927 0.22 0.22 -0.27 0.479
Cl 1.75408 12.99667 -9.58835 -0.06 0.02 -0.01 0.520
H -0.48211 12.30215 -9.62538 -0.02 0.03 -0.02 0.010
C 0.20168 -13.27728 5.14864 0.05 -0.01 0.12 -1.573
Cl -0.71460 -12.13568 6.13504 -0.01 -0.02 -0.03 0.510
Cl 1.93563 -12.99804 5.32225 -0.05 0.01 -0.05 0.520
Cl -0.20749 -14.94159 5.57747 -0.01 0.03 -0.05 0.521
H -0.06448 -13.11872 4.11200 0.00 0.02 -0.02 -0.050
C -6.26689 -3.96514 -0.03461 -0.02 0.15 -0.03 -1.515
Cl -7.73380 -3.12870 0.47024 -0.13 -0.32 0.04 0.508
Cl -5.38645 -2.95044 -1.17853 0.10 -0.15 0.31 0.496
Cl -5.27569 -4.40563 1.35873 0.05 0.15 -0.27 0.501
H -6.54906 -4.87965 -0.53683 -0.01 -0.01 -0.04 0.013
C -8.58281 -3.70473 7.91251 0.08 0.13 -0.06 -1.523
Cl -7.58130 -4.19455 6.54374 -0.34 0.83 0.32 0.530
Cl -7.78696 -2.43577 8.84850 -0.02 -0.06 0.02 0.528
Cl -10.17015 -3.16670 7.35815 0.03 -0.05 0.02 0.529
H -8.72173 -4.56316 8.55549 -0.01 -0.02 0.01 0.013
C 10.02506 -3.99484 1.41926 0.00 0.21 0.03 -1.533
Cl 10.13008 -3.96243 3.18069 0.00 -0.04 -0.04 0.527
Cl 8.34317 -3.87484 0.89430 0.04 -0.21 0.25 0.584
Cl 10.98900 -2.69699 0.71237 -0.02 -0.06 -0.01 0.530
H 10.42086 -4.93898 1.07306 0.00 -0.03 -0.01 0.010
C -4.18370 -2.47785 -5.83137 -0.02 0.19 -0.03 -1.544
Cl -4.62962 -2.66344 -4.13580 0.12 0.02 -0.23 0.502
Cl -5.62380 -2.20938 -6.81957 -0.03 -0.08 -0.04 0.522
Cl -3.03411 -1.16212 -6.07607 -0.29 0.15 0.15 0.503
H -3.71873 -3.39966 -6.15487 0.02 -0.01 -0.04 0.003
```
Positions in Å, forces in eV/Å.

Properties
Energy relative to the best compared isomer or geometry (same formula, charge and spin) = 0.0 kcal per mole
LUMO = 0.0428 Eh
HOMO level = -5.196 eV
Net charge = -1
Kohn-Sham gap = 0.23375 hartree